(1)
Density functional theory data (ωB97M-V/def2-TZVPD) for a cluster of 11 separate species, C28H62F6N8O11P in total.

HOMO-LUMO gap = 0.311 Eh
HOMO energy = -0.2614 Eh
Total charge = -1
LUMO energy = 1.3 eV

CARTESIAN COORDINATES (ANGSTROEM)
P: 32.11 -21.58 2.18
F: 31.88 -22.35 0.78
F: 33.41 -22.49 2.53
F: 30.84 -20.62 1.71
F: 32.23 -20.66 3.47
F: 33.05 -20.56 1.30
F: 31.17 -22.61 3.00
O: 32.63 -30.74 0.75
O: 33.30 -16.15 13.52
O: 27.28 -11.39 3.03
O: 37.72 -22.61 9.32
O: 24.66 -21.37 7.44
O: 28.60 -13.01 3.65
O: 22.25 -23.04 0.13
O: 32.37 -27.19 9.66
O: 27.78 -27.44 -5.20
O: 35.40 -19.05 -6.41
O: 32.27 -18.08 12.72
N: 31.92 -26.33 7.68
N: 29.69 -26.58 -4.46
N: 39.31 -17.31 3.46
N: 33.32 -28.67 1.15
N: 26.85 -20.72 7.38
N: 35.27 -19.96 -4.39
N: 37.40 -24.21 7.79
N: 22.01 -22.60 2.25
C: 28.62 -14.39 3.97
C: 38.36 -17.00 4.55
C: 35.07 -21.44 -6.41
C: 33.07 -16.99 12.61
C: 27.14 -14.75 4.01
C: 27.43 -12.60 3.21
C: 31.69 -28.73 7.87
C: 26.41 -13.75 3.12
C: 22.73 -22.65 1.17
C: 27.57 -25.56 -3.81
C: 38.62 -18.29 2.59
C: 37.92 -23.76 8.93
C: 38.83 -24.75 9.71
C: 37.25 -15.95 4.15
C: 32.87 -18.07 10.49
C: 40.64 -15.14 3.55
C: 24.18 -22.13 1.28
C: 39.81 -16.17 2.69
C: 33.76 -17.03 11.21
C: 32.39 -29.57 1.00
C: 25.88 -21.65 9.40
C: 28.34 -26.68 -4.47
C: 35.27 -20.05 -5.74
C: 39.72 -19.14 1.96
C: 32.28 -18.91 11.61
C: 32.03 -27.36 8.47
C: 25.79 -21.22 8.00
C: 30.90 -29.20 1.24
H: 26.81 -20.63 6.37
H: 36.76 -23.61 7.30
H: 38.93 -25.65 9.11
H: 30.33 -29.57 0.40
H: 41.16 -14.45 2.89
H: 39.07 -15.57 2.16
H: 26.46 -20.95 10.00
H: 35.09 -20.76 -3.80
H: 33.45 -18.67 9.79
H: 24.56 -22.03 0.27
H: 38.54 -25.03 10.72
H: 26.96 -15.72 3.55
H: 31.50 -26.31 6.76
H: 30.31 -27.17 -4.99
H: 34.76 -17.41 11.45
H: 36.60 -15.64 4.97
H: 30.15 -25.88 -3.90
H: 38.01 -17.79 1.84
H: 33.10 -27.73 1.43
H: 31.28 -19.17 11.28
H: 38.02 -18.91 3.26
H: 31.16 -29.33 8.61
H: 37.74 -15.01 3.89
H: 24.87 -21.63 9.80
H: 39.84 -24.38 9.57
H: 25.43 -13.45 3.50
H: 21.02 -22.83 2.22
H: 35.95 -21.65 -7.01
H: 32.13 -17.43 10.01
H: 26.97 -25.14 -4.62
H: 27.02 -26.10 -3.03
H: 37.77 -25.07 7.40
H: 34.31 -21.52 -7.19
H: 40.09 -19.84 2.71
H: 38.98 -16.68 5.39
H: 41.29 -15.80 4.12
H: 35.42 -19.01 -4.09
H: 26.35 -22.63 9.46
H: 26.31 -14.02 2.07
H: 24.78 -22.83 1.87
H: 31.00 -28.62 7.04
H: 32.56 -29.30 7.54
H: 24.24 -21.21 1.86
H: 35.03 -22.24 -5.67
H: 26.76 -14.71 5.03
H: 32.91 -19.79 11.80
H: 40.53 -16.44 1.92
H: 33.73 -15.98 10.93
H: 30.98 -28.11 1.32
H: 40.06 -14.68 4.35
H: 34.29 -28.92 1.03
H: 36.59 -16.39 3.40
H: 29.07 -14.62 4.93
H: 32.32 -25.46 8.01
H: 40.54 -18.50 1.62
H: 29.18 -14.96 3.24
H: 28.22 -24.85 -3.29
H: 37.83 -17.88 4.91
H: 30.51 -29.60 2.18
H: 27.70 -20.60 7.91
H: 22.43 -22.59 3.17
H: 39.28 -19.70 1.14

***

(2)
Density functional theory data (ωB97M-V/def2-TZVPD) for a cluster of 8 separate species, C28H62F8N8O18S8 in total.

HOMO-LUMO gap = 0.211 Eh
HOMO energy = -0.3264 Eh
LUMO energy = -3.1 eV

CARTESIAN COORDINATES (ANGSTROEM)
S: -3.47 3.48 5.17
S: -2.81 4.65 3.05
S: -1.85 -1.90 -6.21
S: -1.31 1.60 -0.95
S: 1.57 6.04 -0.09
S: -2.15 -0.64 -0.48
S: -1.52 0.27 -5.18
S: 3.58 5.30 -1.30
F: -1.28 3.09 -0.37
F: -4.92 2.82 5.37
F: -2.14 -1.51 0.91
F: 4.76 4.27 -0.88
F: -2.35 1.63 -4.98
F: 1.23 6.10 1.51
F: -2.32 -2.29 -7.68
F: -3.08 4.35 1.48
O: -0.45 -2.16 -6.23
O: -1.40 4.68 3.24
O: -1.99 1.87 -2.18
O: -3.61 5.82 3.15
O: -6.60 1.37 1.85
O: -2.53 2.61 5.80
O: -1.72 -0.27 -3.86
O: -0.92 -1.19 -0.96
O: -3.70 4.76 5.74
O: -2.69 -2.78 -5.45
O: 0.09 1.32 -0.89
O: 0.38 5.46 -0.63
O: -3.31 -1.12 -1.14
O: 3.02 4.76 -2.51
O: 4.28 6.51 -1.55
O: -0.23 0.75 -5.57
O: 1.89 7.40 -0.36
O: 4.91 -1.25 -2.09
N: -4.27 1.25 1.95
N: 4.09 -0.59 -2.55
N: -2.42 -0.31 -6.29
N: -2.27 0.94 0.15
N: -0.88 -5.28 0.08
N: 2.82 5.08 0.13
N: 0.99 1.94 2.97
N: -3.49 3.30 3.52
C: 1.79 4.05 6.11
C: 3.09 -1.28 -3.46
C: 3.74 -2.43 -4.22
C: 2.27 1.09 -3.97
C: -0.21 -6.61 0.13
C: -0.84 -6.23 2.36
C: -0.19 -0.18 3.28
C: 1.63 2.40 4.27
C: -1.40 -5.06 1.52
C: 3.28 1.00 -0.94
C: -1.49 -5.55 -2.40
C: 1.97 -1.79 -2.53
C: 2.57 -0.30 -4.50
C: 4.10 0.88 -2.21
C: 0.81 3.39 5.13
C: 0.34 -6.73 1.53
C: 1.83 0.79 2.51
C: -0.43 1.37 3.13
C: -2.63 -5.64 -3.42
C: -1.95 -5.20 -1.00
C: -5.59 1.57 1.29
C: 5.53 1.40 -1.94
C: -5.42 2.27 -0.04
C: 1.33 -0.39 3.31
C: 1.07 3.04 1.97
C: -4.22 -0.08 2.60
C: 0.14 -4.17 -0.17
C: 3.56 1.68 -3.39
H: -1.44 -7.12 2.51
H: 0.52 -7.80 1.66
H: 3.14 2.01 -0.56
H: 0.63 -4.25 -1.13
H: 2.11 3.34 1.85
H: -2.49 -5.09 1.57
H: 2.81 4.25 5.80
H: 4.66 -2.12 -4.70
H: -1.19 -4.08 1.93
H: -0.89 -7.45 -0.02
H: 1.51 -1.39 2.91
H: -2.66 -5.94 -0.64
H: 1.98 1.67 -4.84
H: -0.91 1.72 2.22
H: -0.01 2.84 5.61
H: -4.53 2.00 -0.59
H: 1.87 1.52 4.86
H: -3.49 1.16 1.25
H: 0.59 3.92 2.40
H: 6.13 0.62 -1.46
H: 3.49 2.73 -3.09
H: -0.42 -5.81 3.28
H: 1.55 0.71 1.46
H: 1.42 1.10 -3.29
H: 0.62 -6.67 -0.57
H: 0.34 4.17 4.53
H: 4.18 1.70 -4.29
H: -2.35 -6.19 -4.32
H: -0.46 -3.28 0.02
H: 3.33 -0.27 -5.28
H: 1.78 -0.39 4.30
H: 2.43 -2.50 -1.84
H: -6.39 2.11 -0.51
H: 1.88 3.36 6.96
H: 1.35 -6.37 1.73
H: -3.20 -0.25 2.94
H: -0.73 -0.81 2.59
H: 4.02 -3.19 -3.47
H: -4.30 -0.87 1.84
H: -5.46 3.33 0.21
H: 6.05 1.73 -2.84
H: -2.85 -4.64 -3.78
H: -0.67 -0.36 4.25
H: -4.00 2.03 2.59
H: 1.21 -2.41 -3.01
H: 1.28 4.94 6.46
H: -0.81 1.89 4.00
H: 5.57 2.18 -1.19
H: -2.47 -4.24 -0.93
H: 0.78 2.83 0.95
H: -3.53 -6.16 -3.10
H: -4.97 -0.28 3.35
H: -1.01 -6.53 -2.34
H: 2.88 1.05 2.60
H: 2.50 2.99 3.99
H: -0.70 -4.92 -2.82
H: 2.24 0.72 -1.15
H: 1.69 -0.67 -5.03
H: 1.39 -0.99 -2.07
H: 3.48 0.22 -0.20
H: 3.11 -3.03 -4.87
H: 0.78 -4.24 0.71